(1)
Below is a molecular structure, ClH3NO2P at a distorted geometry, with properties calculated with wB97M-V/def2-TZVPD.

```
8
Properties=species:S:1:pos:R:3
N -0.77163 -0.82508 1.14762
O -0.71082 0.92912 -0.89875
O 1.04807 0.84708 0.91356
P 0.02253 0.00458 0.11338
Cl 1.29215 -0.85629 -2.02824
H -1.51792 -1.29595 0.62593
H -0.34771 0.60397 -1.72058
H 0.98533 0.59256 1.84708
```

Values from the calculation:
HOMO: -10.715 eV
Orbital gap: 9.5 eV

(2)
Below is C2H3NS3 in the gas phase at a distorted geometry, with properties calculated with wB97M-V/def2-TZVPD.

```
9
Properties=species:S:1:pos:R:3
N 0.76819 -1.43817 0.15134
C 0.79635 -0.07576 -0.00367
S 2.22052 0.77266 -0.11436
C -0.58707 0.48581 -0.00966
S -2.01217 -0.38883 -0.11948
S -0.64873 2.22646 0.03117
H 1.54750 -1.94245 -0.09651
H -0.09077 -1.98146 0.11054
H -1.99382 2.34176 0.05063
```

Values from the calculation:
HOMO: -8.868 eV
Orbital gap: 7.1 eV

- What is the HOMO in the second record?
  -8.868 eV

- What is the formula in the second record?
  C2H3NS3

- Look up the HOMO of the first one.
  -10.715 eV

What did the second record say?
Below is C2H3NS3 in the gas phase at a distorted geometry, with properties calculated with wB97M-V/def2-TZVPD.

```
9
Properties=species:S:1:pos:R:3
N 0.76819 -1.43817 0.15134
C 0.79635 -0.07576 -0.00367
S 2.22052 0.77266 -0.11436
C -0.58707 0.48581 -0.00966
S -2.01217 -0.38883 -0.11948
S -0.64873 2.22646 0.03117
H 1.54750 -1.94245 -0.09651
H -0.09077 -1.98146 0.11054
H -1.99382 2.34176 0.05063
```

Values from the calculation:
HOMO: -8.868 eV
Orbital gap: 7.1 eV